Here is a 7-piece molecular cluster, C27H44NO21 overall from OMol25. Energies are from ωB97M-V with the def2-TZVPD basis set.

The calculation puts the calculated total energy at -73195.28921 eV. Its HOMO energy is -12.27 eV. The value obtained for the energy relative to the best compared isomer or geometry (same formula, charge and spin) is 0.0 kJ/mol. For the LUMO energy, the calculation gives -2.76 eV. As for the charge: +1. The calculation puts the orbital gap at 9.5 eV.

Geometry as XYZ:
```
93
Properties=species:S:1:pos:R:3:mulliken_charge:R:1
C -1.247 3.058 2.175 0.471
O 1.343 0.080 -2.935 -0.077
C -1.138 4.509 -1.931 -1.482
O 2.556 -4.113 8.649 -0.507
H -2.185 -4.643 -5.252 0.321
H -5.802 -5.252 -4.602 0.312
O -0.995 1.962 -5.772 -0.546
H -2.301 5.795 -4.536 0.315
O -4.479 -6.549 -1.269 -0.529
H -3.509 -4.894 -6.395 0.397
H -3.203 -6.850 -4.837 0.257
H -0.971 1.218 0.321 0.389
O 2.917 0.699 -4.368 -0.348
O 2.701 0.826 3.145 -0.015
O -5.466 -6.798 -3.285 -0.321
C 2.123 -0.281 -5.055 -0.545
H -2.227 3.210 4.722 0.288
C 3.193 -2.304 5.832 0.609
O -1.460 2.765 1.020 -0.677
H 5.102 -1.324 5.885 0.377
O 1.849 -2.197 7.688 -0.375
O -1.869 3.999 2.855 -0.344
C -2.588 -1.944 -0.832 1.069
C -3.265 -4.758 -5.342 -1.396
N -1.098 0.187 0.398 0.369
H 2.884 0.135 1.196 0.334
C 3.098 1.025 1.781 -0.323
C -1.218 2.910 -5.082 0.617
H 0.670 3.884 3.977 0.297
C 4.401 -1.725 5.152 -1.209
C -0.966 4.441 -3.424 0.536
H 0.098 2.509 4.955 0.375
H 0.343 -0.511 -0.947 0.625
C -1.481 5.219 4.937 -1.500
C -2.203 4.752 -4.249 -0.555
H -2.209 -3.774 0.190 0.333
C -3.010 -3.295 -0.373 -0.936
O -0.700 3.082 -3.843 -0.192
H -3.239 -3.937 -1.230 -0.020
H -0.122 5.051 -3.754 0.250
H 5.162 0.438 1.999 0.302
H 3.083 -0.616 7.197 0.317
C 4.570 1.352 1.911 0.505
H -5.579 -6.855 -5.350 0.312
H -1.412 5.519 -1.624 0.436
H -2.085 0.041 0.643 0.521
C -4.493 -6.391 -2.447 0.657
O 3.557 -3.307 6.793 -0.376
H 4.926 -2.475 4.561 0.398
O -0.324 2.418 2.916 -0.140
C 5.089 2.238 0.816 -1.476
H -0.241 -1.813 -5.241 0.460
C -1.492 3.876 4.265 0.414
C -0.147 3.180 4.139 -0.560
O -1.207 -1.810 -0.881 -0.378
H 2.532 1.872 1.384 0.154
C -5.241 -6.189 -4.562 -0.510
H -3.740 -3.844 -4.983 0.338
H 0.664 -2.356 -3.812 0.388
H -0.844 -1.452 -3.626 0.228
O 3.356 1.760 5.084 -0.558
O -3.278 -1.010 -1.110 -0.557
H -0.564 0.219 2.235 0.320
H 2.634 -1.245 -4.995 0.333
H -0.211 4.235 -1.429 0.330
C 2.646 -3.292 7.799 0.567
H -3.892 -3.193 0.261 0.386
H -1.134 5.108 5.965 0.395
H 0.216 0.575 -4.592 -0.322
C 0.060 -1.547 -4.227 -1.528
H -1.159 0.128 -1.668 0.556
C 2.420 -1.331 6.705 -0.217
C 2.501 0.766 -3.095 0.474
C -3.742 -5.944 -4.548 0.488
C 3.545 1.555 3.926 0.431
O 3.070 1.351 -2.223 -0.551
H 1.632 -0.795 6.183 0.123
H -0.819 5.907 4.411 0.357
H 4.072 -0.921 4.494 0.030
O -0.264 -0.251 1.435 -0.310
H -1.917 3.819 -1.606 0.298
H 2.003 0.014 -6.092 0.336
C 0.834 -0.258 -4.258 1.216
H -2.480 5.649 4.954 0.386
H 4.537 3.178 0.793 0.343
H 6.146 2.468 0.942 0.387
O -3.516 -5.749 -3.136 -0.325
H 4.949 1.724 -0.136 0.350
O 4.585 2.002 3.205 -0.379
H -3.116 4.416 -3.752 0.324
C -0.743 -0.500 -0.875 -1.160
H 2.525 -2.778 5.105 0.224
O -2.001 3.947 -5.419 -0.384
```

---

Here is one molecule with the formula C27H44O3 from OMol25. Energies are from ωB97M-V with the def2-TZVPD basis set.

The calculation puts the calculated total energy at -34855.60305 eV. Its HOMO energy is -7.86 eV. As for the SMILES: C[C@H](/C=C/[C@H](C)C(C)(C)O)[C@H]1CC[C@H]2/C(=C/C=C3C[C@@H](O)C[C@H](O)C3)CCC[C@]12C. The value obtained for the energy relative to the best compared isomer or geometry (same formula, charge and spin) is 4.7 kJ/mol. For the LUMO energy, the calculation gives 0.74 eV. The calculation puts the orbital gap at 8.6 eV.

Geometry as XYZ:
```
74
Properties=species:S:1:pos:R:3:nbo_charge:R:1
C -1.156 1.638 2.189 -0.408
H -3.865 3.771 1.637 0.206
C 4.665 -1.473 0.770 -0.468
C 1.697 2.421 -1.628 -0.445
H -5.952 -3.847 -1.018 0.206
H 2.458 0.146 0.899 0.190
C -4.574 -0.059 -0.098 -0.185
H 4.614 -2.553 0.591 0.198
H 6.032 -2.696 2.624 0.458
C 4.585 -0.742 -0.537 0.038
H -0.796 3.687 -1.183 0.198
H -1.142 -0.308 0.308 0.202
H 0.494 0.268 1.818 0.203
C 2.574 0.636 -0.057 -0.189
H 0.994 1.750 2.628 0.216
C -1.777 2.204 0.892 -0.197
C 6.006 -1.149 1.447 0.106
H -5.802 -0.976 2.034 0.212
H -1.700 3.297 0.943 0.202
H 8.110 -1.335 1.010 0.211
H 6.059 -0.070 1.630 0.189
H 0.371 3.020 -3.217 0.210
H -1.759 2.472 -2.026 0.204
C -5.178 -1.435 0.016 -0.284
C -3.272 1.918 0.666 -0.251
C 1.694 1.594 -0.371 0.050
H -1.245 2.363 2.997 0.213
C 0.361 2.321 -2.377 -0.388
H 2.504 2.131 -2.298 0.214
H 5.639 -2.172 -1.734 0.208
H -3.599 -1.126 -2.251 0.207
H -4.353 -4.571 -1.255 0.215
H 0.257 1.316 -2.789 0.199
C -0.974 0.291 -0.582 -0.641
H -1.822 0.172 -1.253 0.212
H 7.856 -1.232 -1.487 0.162
H 3.781 0.645 -1.839 0.195
H -3.526 2.299 -0.330 0.202
C -4.090 -2.094 -2.176 -0.634
O -3.039 -2.606 -0.059 -0.735
H 0.636 3.076 0.674 0.204
H -4.892 0.514 -0.962 0.196
C -4.932 -3.881 -0.647 -0.621
C -4.290 -2.494 -0.707 0.278
O 6.114 -1.740 2.721 -0.708
C -5.417 -1.827 1.476 -0.615
C -0.831 2.633 -1.472 -0.401
H 7.990 0.737 -0.168 0.468
H -4.489 -2.160 1.935 0.219
H -0.083 -0.092 -1.074 0.226
C 5.698 -1.111 -1.476 -0.437
C -0.799 1.764 -0.215 0.023
C 0.548 1.994 0.508 -0.261
H -4.928 -4.249 0.374 0.219
H -3.411 -0.054 1.635 0.198
H -3.463 -2.832 -2.671 0.217
H -5.160 2.577 1.504 0.212
H -1.663 0.731 2.512 0.202
H 3.855 -1.201 1.444 0.223
C 7.061 -0.847 -0.823 0.109
H -5.046 -2.042 -2.690 0.208
H -3.882 2.362 2.701 0.203
H 1.862 3.467 -1.347 0.207
H 7.118 -2.646 0.358 0.201
C 0.324 1.342 1.871 -0.410
C 7.157 -1.566 0.526 -0.451
C -4.097 2.710 1.694 -0.592
C -3.720 0.489 0.754 -0.188
H -6.142 -2.634 1.542 0.211
C 3.681 0.188 -0.865 -0.226
O 7.202 0.550 -0.690 -0.721
H 5.635 -0.525 -2.393 0.222
H -2.626 -1.733 -0.062 0.476
H -6.141 -1.416 -0.505 0.208
```

---

Here is C27H45AsBr4HfIN5O3SSi3 as an isolated structure from OMol25. Energies are from ωB97M-V with the def2-TZVPD basis set.

The calculation puts the calculated total energy at -427203.93940 eV. Its HOMO energy is -12.60 eV. The value obtained for the energy relative to the best compared isomer or geometry (same formula, charge and spin) is 0.0 kJ/mol. For the LUMO energy, the calculation gives -5.52 eV. As for the charge: +2. The calculation puts the orbital gap at 7.1 eV.

Geometry as XYZ:
```
91
Properties=species:S:1:pos:R:3:mulliken_charge:R:1
H 1.730 5.866 6.127 0.331
H -0.342 4.683 6.378 0.306
H -3.989 -1.262 -2.694 0.246
O -1.689 0.397 1.023 0.180
H 2.883 4.368 4.310 0.287
Hf -0.083 -0.620 0.450 -0.249
Si -0.808 -2.698 -3.600 0.375
H 1.360 -1.026 -5.540 0.295
H 1.011 2.592 -2.265 -0.213
H -1.638 1.637 -4.973 0.212
H -2.568 -2.012 -5.181 0.294
C -1.959 -3.861 -2.706 -0.763
H 0.333 0.388 -5.794 0.298
Si 1.257 0.431 -3.494 0.188
H 0.258 2.674 -3.865 0.297
H 2.131 -2.876 -0.254 0.647
O -0.220 -1.032 2.437 -0.301
H -1.508 -3.229 -5.881 0.425
I -2.721 -2.819 0.902 0.286
Br -3.776 2.542 1.781 -0.074
C 1.246 0.033 -5.315 -1.065
C 2.869 -0.776 1.734 0.458
H -3.919 -0.383 -1.155 0.093
C -2.779 1.435 2.926 -0.396
H 2.839 -1.306 -2.692 0.252
H 2.011 2.743 -3.714 0.446
As -0.578 -0.645 -2.379 0.486
H 4.238 0.762 1.396 0.270
C 2.793 -0.215 -2.650 -0.638
H -0.454 4.377 0.981 0.332
H 3.685 0.175 -3.145 0.530
C 1.522 -4.905 0.107 -0.926
C 4.250 -0.331 1.413 -1.432
H 1.577 -2.898 -4.338 0.288
C 0.897 -3.455 -3.694 -0.836
H -1.624 -5.713 1.056 0.540
H 4.528 -0.686 0.422 0.277
N 2.561 -1.208 2.925 -0.044
C -0.880 -3.748 0.646 -0.161
H -1.501 -4.307 -1.824 0.105
C -1.912 0.531 2.345 0.154
N 2.054 4.201 4.853 -0.123
H -1.464 2.893 -2.149 0.206
C -1.524 -2.319 -5.274 -1.110
H -2.898 -3.392 -2.413 0.211
H 0.578 -6.779 0.583 0.453
H 3.241 -1.166 3.667 0.268
S 1.567 1.925 3.464 -0.107
Br -0.027 -1.341 5.497 -0.058
C 0.568 2.671 0.414 0.410
H -2.198 2.062 -0.750 -0.392
H -2.738 0.287 -5.273 0.279
C 1.328 -3.543 0.033 -0.624
H -2.197 -4.676 -3.397 0.465
N 0.582 2.885 5.773 0.072
C -1.103 -0.288 3.136 0.038
H 1.239 4.264 1.540 0.229
Br -4.007 2.766 5.113 -0.111
C -1.173 -0.223 4.512 0.106
C -3.953 -0.270 -2.242 -0.869
C 1.108 2.282 -3.305 -0.590
C -2.557 1.153 -4.637 -0.934
C -0.767 -5.122 0.768 -0.534
C 1.399 3.031 4.724 -0.290
C -2.304 2.285 -1.812 -0.331
H 2.488 -5.325 -0.131 0.538
Br -2.105 0.811 6.987 -0.018
C -2.847 1.520 4.321 0.291
H 0.805 -4.463 -4.108 0.438
H 4.975 -0.664 2.151 0.549
C 1.836 4.786 6.179 -0.553
H 0.534 3.832 7.666 0.379
N 0.566 1.550 0.180 0.053
N 0.147 -2.959 0.310 0.709
C 0.561 4.088 0.704 -1.191
C -2.050 0.689 5.110 -0.079
H -3.373 1.862 -4.800 0.433
C 0.541 4.083 6.608 -0.540
H 2.084 0.560 -5.780 0.417
H -3.214 2.880 -1.935 0.570
H 1.359 -3.547 -2.710 0.097
C 0.458 -5.707 0.498 -0.426
O 1.975 -0.710 0.820 0.420
Si -2.495 0.732 -2.823 0.199
H 2.824 0.091 -1.601 -0.144
H -4.883 0.245 -2.495 0.444
H -0.981 -1.546 -5.815 0.319
H 2.663 4.539 6.848 0.288
H 0.879 4.645 -0.176 0.389
H 1.578 -1.347 3.166 -0.088
H -0.109 2.153 5.797 0.043
```

---

Here is C27H45BrN2OP2Sn as an isolated structure at a distorted geometry from OMol25. Energies are from ωB97M-V with the def2-TZVPD basis set.

The calculation puts the calculated total energy at -128184.47651 eV. Its HOMO energy (spin up / spin down) is -12.52 / -12.52 eV. The value obtained for the energy relative to the best compared isomer or geometry (same formula, charge and spin) is 796.4 kJ/mol. For the LUMO energy (spin up / spin down), the calculation gives -7.19 / -7.19 eV. As for the charge: +2. The calculation puts the orbital gap (spin up / spin down) at 5.3 / 5.3 eV.

Geometry as XYZ:
```
79
Properties=species:S:1:pos:R:3:mulliken_charge:R:1
H -1.019 -4.093 0.022 0.788
C -3.797 -1.407 -0.470 0.448
C 0.047 3.266 2.409 -0.587
H -2.276 1.754 -1.556 -0.587
H -5.922 0.028 1.521 0.287
H 2.670 1.982 -0.155 0.331
H -0.346 -3.530 2.520 0.130
H -5.135 1.642 -2.836 0.396
H 1.456 -3.678 -0.012 0.388
H 2.780 3.555 0.704 0.561
H 7.531 -4.498 -2.031 0.370
H 0.017 2.373 3.044 0.318
H 6.859 -1.163 -4.427 0.354
N 7.356 -2.763 -3.154 -0.520
H 0.239 4.692 4.003 0.400
H 0.469 -0.239 -2.618 0.768
C 6.936 -3.594 -2.194 -0.356
C 0.827 4.381 3.121 -1.217
C -4.255 2.205 -2.484 -1.443
H -4.415 -3.429 -0.952 0.406
C -0.665 -3.148 -0.431 -0.295
C 2.580 -1.329 -1.367 -0.572
H -5.840 1.526 2.461 0.374
P 0.553 2.553 0.810 0.488
H 2.750 -0.432 -1.924 0.639
Br -2.791 -2.649 1.684 -0.454
H 4.770 -0.614 -3.304 0.340
H 3.015 2.336 2.907 0.216
C 2.428 2.510 0.794 -0.736
H -3.634 1.616 1.477 0.316
C 0.125 3.285 -1.927 -1.021
H -0.992 3.588 2.256 0.492
C 3.060 1.750 1.982 -0.782
H 2.589 0.765 2.150 -0.012
H 0.972 5.277 2.497 0.310
C -4.783 -2.401 -1.105 -1.304
N 0.826 -1.103 4.403 -0.331
C 4.939 -2.219 -1.751 0.507
C 0.247 -1.148 -2.058 -0.775
H 1.401 -0.274 4.373 0.228
H -3.883 -1.618 0.704 0.101
C -1.565 -2.344 -1.116 0.509
C 5.764 -3.346 -1.468 -0.465
C 1.248 -1.882 -1.290 0.761
P -3.857 0.328 -0.543 0.374
C -3.177 1.207 -1.954 0.615
H 3.720 -2.527 -0.032 0.550
C 6.565 -1.753 -3.543 -0.365
C -5.772 1.116 1.431 -1.199
H -0.300 4.037 -2.600 0.372
H -4.669 2.504 0.237 0.302
H 1.216 3.342 -1.989 0.373
H -0.289 4.613 -0.229 0.511
C 0.737 -2.966 -0.496 -0.300
H 1.797 4.044 3.504 0.253
H -2.550 -1.953 -0.845 -1.492
H 0.696 -1.610 5.266 0.226
C 3.715 -1.990 -0.970 -0.614
C -1.014 -1.761 -2.218 -0.817
C -0.342 3.539 -0.496 -0.495
H -6.618 1.537 0.864 0.348
H -4.603 2.915 -1.713 0.346
H -4.938 -2.320 -2.189 0.347
O 1.001 -1.339 2.130 -0.519
Sn 0.874 -0.037 -0.010 1.079
H 5.464 -4.067 -0.716 0.368
C -0.152 -3.046 3.486 -1.517
H 0.468 -3.751 4.076 0.458
H -3.849 2.814 -3.310 0.415
H -2.886 0.494 -2.760 0.282
H -1.417 3.248 -0.381 0.200
H -1.510 -1.742 -3.218 0.564
H -5.771 -2.346 -0.626 0.376
C -4.441 1.502 0.703 -0.174
H -0.221 2.306 -2.279 0.116
H 4.114 1.548 1.754 0.373
H -1.076 -2.861 4.084 0.435
C 0.596 -1.766 3.250 0.731
C 5.350 -1.441 -2.882 -0.295
```